Computed, not measured: a structure of composition C11H26ClIIrNOP2 in a non-equilibrium geometry, with the ωB97M-V functional and the def2-TZVPD basis.

- HOMO energy (spin up / spin down) (eV) = -19.01 / -20.25
- LUMO energy (spin up / spin down) (eV) = -10.59 / -15.32
- total energy (a.u.) = -2108.4202
- HOMO-LUMO gap (spin up / spin down) (eV) = 8.420 / 4.934

Structure (ORCA input):
```
! wB97M-V def2-TZVPD RIJCOSX def2/J DEFGRID3
* xyz 3 6
Ir 1.294 1.143 -0.330
I 2.232 3.272 0.774
Cl -0.133 1.663 1.601
P 1.882 -0.796 0.960
P -0.660 1.590 -1.588
O 1.844 -0.614 -2.473
N -0.808 -0.691 0.146
C -1.911 0.453 -2.338
C -3.043 -1.433 1.248
C 3.415 1.170 -2.459
C 1.922 -0.531 2.791
C 1.261 -2.524 0.883
C 2.204 0.416 -1.912
C -1.776 2.886 -0.889
C 3.648 -1.040 0.536
C -3.152 -1.673 2.752
C 0.000 2.402 -3.102
C -1.774 -0.983 0.725
H 0.615 1.670 -3.646
H -0.813 2.759 -3.751
H -2.388 3.352 -1.676
H 0.916 -0.690 3.197
H -2.616 1.006 -2.979
H -1.393 -0.303 -2.938
H -3.258 -2.377 0.743
H 0.626 3.245 -2.781
H -2.964 -0.788 3.364
H 3.130 2.199 -2.768
H 3.711 -1.289 -0.530
H -1.167 3.648 -0.393
H 4.175 -0.101 0.732
H -3.822 -0.730 0.939
H 4.236 1.208 -1.709
H 3.775 0.618 -3.355
H 1.356 -2.892 -0.145
H -2.456 -2.451 3.070
H -4.155 -2.023 2.984
H 1.826 -3.180 1.561
H -2.475 -0.048 -1.544
H 0.203 -2.549 1.169
H 4.086 -1.850 1.132
H 2.236 0.499 2.998
H 2.621 -1.235 3.267
H -2.437 2.420 -0.148
*
```